Entry 1:
ORCA calculation (the ωB97M-V functional and the def2-TZVPD basis) on a single C6H7N3O3 molecule in a non-equilibrium geometry.

The SMILES is O=C1CC2=C(N1)NC(=O)N[C@H]2O. Its electronic energy is -16946.7572 eV. The calculation puts the LUMO energy at 0.38 eV. The calculation puts the HOMO energy at -0.2863 Eh. The value obtained for the HOMO-LUMO gap is 8.174 eV.

Each line ends with the Löwdin charge.
Element x y z (Å)
O (2.95585, 2.04726, -0.86994)  0.098
C (2.07443, 1.29850, -0.56176)  -0.477
C (1.32363, 1.37602, 0.72832)  -0.097
C (0.24971, 0.36677, 0.70595)  -0.025
C (0.38914, -0.17143, -0.86991)  -0.103
N (1.52568, 0.39358, -1.42262)  0.159
N (-0.55668, -0.82808, -1.57934)  0.190
C (-1.73280, -1.21850, -0.84459)  -0.554
O (-2.53969, -1.94307, -1.34001)  0.097
N (-1.93183, -0.53641, 0.27228)  0.123
C (-1.00095, -0.09347, 1.31694)  -0.375
O (-0.92292, -1.27338, 2.11466)  -0.044
H (1.06618, 2.40683, 0.79557)  0.125
H (1.97062, 1.26617, 1.56704)  0.120
H (1.90329, 0.18014, -2.34582)  0.176
H (-0.34009, -1.25902, -2.41667)  0.128
H (-2.81419, -0.80571, 0.85897)  0.208
H (-1.50345, 0.56601, 2.02878)  0.149
H (-0.11594, -1.77220, 1.86214)  0.104



Entry 2:
ORCA calculation (the ωB97M-V functional and the def2-TZVPD basis) on 2 unconnected molecules or ions with the total composition C3H10NS in a non-equilibrium geometry.

As for the net charge: +1. Its electronic energy is -15590.4210 eV. The calculation puts the LUMO energy at -5.75 eV. The calculation puts the HOMO energy at -0.5474 Eh. The value obtained for the HOMO-LUMO gap is 9.149 eV.

Each line ends with the Löwdin charge.
Element x y z (Å)
C (0.37814, 1.00594, -1.24808)  -0.097
C (-0.05955, 0.69304, 1.20413)  -0.092
C (0.75102, 0.39950, 0.02531)  -0.638
N (-0.76382, -1.85138, -0.34949)  0.037
S (2.28565, -0.41755, 0.00676)  1.018
H (1.11742, 1.58285, -1.76062)  0.101
H (0.13452, 0.22990, -1.86140)  0.060
H (-0.47841, 1.74906, -1.08082)  0.142
H (-0.06774, 1.82974, 1.33507)  0.144
H (-1.14845, 0.36518, 0.94657)  0.152
H (0.42747, 0.42954, 2.17070)  0.098
H (-0.17986, -2.50871, -0.88144)  0.050
H (-0.43907, -1.98613, 0.58713)  0.015
H (-1.66951, -2.32493, -0.45251)  0.059
H (2.24624, -0.76054, 1.32919)  -0.051



Entry 3:
ORCA calculation (the ωB97M-V functional and the def2-TZVPD basis) on a molecular structure, C22H24FN3O3.

Its electronic energy is -36533.8780 eV. The calculation puts the LUMO energy at 0.63 eV. The calculation puts the HOMO energy at -0.3049 Eh. The value obtained for the HOMO-LUMO gap is 8.921 eV.

Each line ends with the Löwdin charge.
Element x y z (Å)
O (-2.51351, -0.82731, 0.18748)  0.049
C (-2.45981, -0.70938, -1.02737)  -0.471
C (-2.60700, 0.57198, -1.76678)  0.032
C (-2.62001, 1.77869, -1.20525)  -0.221
C (-2.75741, 3.06492, -1.96921)  -0.145
C (-3.70529, 3.90778, -1.09831)  -0.174
C (-3.54194, 3.35891, 0.34566)  -0.165
C (-2.57987, 2.15531, 0.24682)  -0.126
N (-2.22581, -1.78932, -1.83165)  0.078
C (-1.86975, -3.06740, -1.25500)  -0.087
C (-0.40711, -3.13448, -0.94049)  -0.418
C (0.28814, -4.25208, -0.14205)  0.006
C (1.42768, -3.19103, -0.12545)  -0.384
N (2.51174, -3.35117, 0.79640)  0.171
C (3.06240, -2.47388, 1.68205)  -0.410
O (3.72725, -2.86524, 2.62849)  0.063
C (2.84340, -1.01977, 1.50242)  -0.158
C (2.65156, -0.23573, 0.40401)  0.049
C (2.63239, 1.11277, 0.87419)  -0.087
C (2.47445, 2.36127, 0.27294)  -0.232
F (2.29535, 2.41261, -1.06276)  0.069
C (2.48829, 3.51348, 1.00729)  -0.023
C (2.66867, 3.44032, 2.40239)  -0.086
C (2.82800, 2.23992, 3.05330)  -0.022
C (2.80714, 1.07989, 2.27167)  -0.186
N (2.93593, -0.23393, 2.62662)  0.153
C (1.72267, -3.12012, -1.62961)  -0.098
O (0.38322, -3.07725, -2.14868)  -0.064
C (0.30327, -2.12738, -0.01855)  -0.015
H (-2.66789, 0.50511, -2.84918)  0.109
H (-1.77000, 3.53779, -2.00703)  0.124
H (-3.09704, 2.93065, -2.99536)  0.113
H (-3.48705, 4.97224, -1.17144)  0.100
H (-4.73253, 3.76856, -1.43659)  0.104
H (-3.16824, 4.11380, 1.03611)  0.101
H (-4.50637, 3.02780, 0.73038)  0.103
H (-2.81583, 1.33639, 0.91569)  0.102
H (-1.55534, 2.47802, 0.46672)  0.127
H (-2.05958, -1.64271, -2.81152)  0.135
H (-2.43480, -3.19460, -0.33196)  0.134
H (-2.14077, -3.86720, -1.94622)  0.136
H (-0.13773, -4.41547, 0.84607)  0.132
H (0.47663, -5.18934, -0.66779)  0.127
H (2.76452, -4.30437, 1.01473)  0.157
H (2.56757, -0.56260, -0.61610)  0.106
H (2.36092, 4.46413, 0.50848)  0.114
H (2.68001, 4.35927, 2.97331)  0.103
H (2.96352, 2.19648, 4.12547)  0.109
H (3.14844, -0.60715, 3.53584)  0.164
H (2.26562, -2.22271, -1.93048)  0.118
H (2.24150, -4.00544, -2.00458)  0.130
H (0.48243, -1.14009, -0.43624)  0.114
H (-0.14206, -2.06096, 0.97111)  0.139



Entry 4:
ORCA calculation (the ωB97M-V functional and the def2-TZVPD basis) on a molecular structure, C24H16F5NPSV.

As for the net charge: +1. Its electronic energy is -86029.9610 eV. The calculation puts the LUMO energy (spin up / spin down) at -3.38 / -3.07 eV. The calculation puts the HOMO energy (spin up / spin down) at -0.4089 / -0.3897 Eh. Its spin multiplicity is 2. The value obtained for the HOMO-LUMO gap (spin up / spin down) is 7.745 / 7.532 eV.

Each line ends with the Löwdin spin population.
Element x y z (Å)
V (0.53569, 0.29860, 1.06642)  1.041
F (1.64837, 3.76633, 6.62306)  0.000
C (1.57512, 2.73750, 5.79144)  0.000
C (1.20865, 2.93517, 4.47434)  0.000
F (0.92593, 4.15209, 4.01801)  0.000
C (1.14269, 1.83550, 3.65258)  0.002
F (0.78004, 2.05653, 2.33016)  0.018
C (1.41624, 0.54370, 4.03606)  0.004
S (1.28103, -0.82394, 2.91803)  -0.018
C (1.78205, 0.38206, 5.36484)  0.000
F (2.06189, -0.83004, 5.83228)  -0.001
C (1.86218, 1.45682, 6.23277)  0.000
F (2.21233, 1.26772, 7.49723)  0.000
N (-1.52120, -0.13462, 1.40584)  0.005
C (-2.34193, -0.64905, 0.29730)  -0.001
C (-3.72157, -0.67495, 0.39107)  -0.001
C (-4.46797, -1.17808, -0.66591)  -0.001
C (-3.83206, -1.65925, -1.80234)  0.000
C (-2.44751, -1.62553, -1.88859)  0.000
C (-1.69239, -1.10683, -0.84177)  0.002
P (0.12452, -0.98266, -0.83415)  -0.013
C (0.42640, 0.77575, -1.25680)  0.003
C (1.76319, 1.21473, -1.20171)  -0.009
C (2.08507, 2.54642, -1.45104)  -0.004
C (1.07538, 3.45589, -1.71771)  -0.009
C (-0.25465, 3.04327, -1.73824)  -0.002
C (-0.58249, 1.71577, -1.51149)  -0.005
C (0.67438, -1.95757, -2.24928)  -0.007
C (0.81903, -1.39735, -3.51623)  -0.001
C (1.19210, -2.20074, -4.58508)  0.000
C (1.41528, -3.55795, -4.39156)  0.000
C (1.27369, -4.11793, -3.12845)  0.000
C (0.90972, -3.31830, -2.05553)  -0.001
H (-1.45429, -0.84051, 2.13855)  0.001
H (-2.00609, 0.64812, 1.83916)  0.003
H (-4.21480, -0.31336, 1.28700)  0.000
H (-5.54737, -1.20237, -0.59469)  0.000
H (-4.41571, -2.05855, -2.62215)  0.000
H (-1.94673, -2.00158, -2.77222)  0.000
H (2.55145, 0.49189, -1.02425)  -0.005
H (3.11798, 2.86714, -1.43220)  0.000
H (1.32103, 4.49203, -1.91143)  0.000
H (-1.03885, 3.76073, -1.94381)  0.000
H (-1.61845, 1.40085, -1.54432)  0.000
H (0.64074, -0.34010, -3.67261)  0.000
H (1.30814, -1.76668, -5.57005)  0.000
H (1.70562, -4.18103, -5.22828)  0.000
H (1.45564, -5.17436, -2.97845)  0.000
H (0.81247, -3.75126, -1.06582)  0.000



Entry 5:
ORCA calculation (the ωB97M-V functional and the def2-TZVPD basis) on a molecular structure, C5H5P in a non-equilibrium geometry.

Its electronic energy is -14546.9562 eV. The calculation puts the LUMO energy (spin up / spin down) at 0.10 / 0.10 eV. The calculation puts the HOMO energy (spin up / spin down) at -0.2751 / -0.2750 Eh. The value obtained for the HOMO-LUMO gap (spin up / spin down) is 7.581 / 7.585 eV.

Each line ends with the Löwdin charge.
Element x y z (Å)
C (1.00507, 0.81465, -0.20620)  0.006
C (-2.69937, 1.13251, 0.00567)  -0.463
C (1.03434, -0.46063, -0.79501)  -0.143
C (-0.01237, -1.14965, -0.06331)  -0.268
C (0.78855, -0.21730, 0.75052)  -0.124
P (-2.27546, -0.39567, -0.01775)  0.733
H (1.70043, 1.70707, -0.24335)  0.119
H (-2.31948, 2.06265, 0.23796)  -0.129
H (1.77423, -0.85383, -1.46838)  0.133
H (-0.16974, -2.13273, 0.16871)  0.039
H (1.17379, -0.50704, 1.63114)  0.097



Entry 6:
ORCA calculation (the ωB97M-V functional and the def2-TZVPD basis) on 2 unconnected molecules or ions with the total composition C6H19BN3O3P in a non-equilibrium geometry.

As for the net charge: +2. Its electronic energy is -27091.2115 eV. The calculation puts the LUMO energy at -5.92 eV. The calculation puts the HOMO energy at -0.6005 Eh. The value obtained for the HOMO-LUMO gap is 10.416 eV.

Each line ends with the Löwdin charge.
Element x y z (Å)
B (4.38630, -0.67223, -0.37393)  -0.462
C (-0.02835, -1.28096, 0.54632)  -0.099
C (-2.23016, -0.60116, -0.37760)  -0.162
C (-1.49799, -1.60909, 0.62365)  -0.320
C (-1.63037, 0.85398, -0.02811)  -0.302
C (0.20915, 0.04916, 1.31504)  -0.347
C (-0.72469, 1.45535, -1.19624)  -0.188
N (5.68646, -0.91885, -0.43034)  0.206
N (-3.70688, -0.74206, -0.29392)  0.202
N (0.00651, 2.69869, -0.76576)  -0.046
O (-0.98934, 0.80906, 1.15074)  -0.132
O (3.21243, -0.31995, -0.17471)  -0.034
O (-1.80206, -2.92378, 0.28466)  0.029
P (1.69599, 1.21041, 0.90634)  1.114
H (0.53230, -1.24155, -0.34664)  0.106
H (-1.92588, -0.90627, -1.39113)  0.166
H (-1.95304, -1.36116, 1.66676)  0.204
H (-2.47910, 1.58113, -0.00110)  0.165
H (0.25598, -0.24583, 2.33836)  0.131
H (-1.56920, 1.66071, -2.10529)  0.188
H (0.02889, 0.83351, -1.54318)  0.062
H (6.22561, -1.82238, -0.12493)  0.171
H (6.51662, -0.29842, -0.76389)  0.168
H (-4.07156, -0.80227, 0.70302)  0.204
H (-4.31212, -1.54086, -0.72457)  0.231
H (-4.14506, 0.13254, -0.70802)  0.194
H (1.86158, 1.47531, -0.47176)  0.039
H (-0.56494, 3.12312, -0.03934)  0.081
H (0.08694, 3.32659, -1.58941)  0.118
H (0.50706, -2.09401, 0.98616)  0.135
H (-1.51885, -3.21208, -0.58161)  0.118
H (2.65263, 0.95978, 1.91087)  0.027
H (1.28509, 2.42357, 1.59955)  0.035



Q: Among the records above, which one has the highest electronic energy?
A: C5H5P



Q: The lowest electronic energy belongs to which entry?
A: C24H16F5NPSV



Q: The highest electronic energy belongs to which entry?
A: C5H5P